DFT (ωB97M-V with the def2-TZVPD basis set) results for the molecule C19H23NO3S.

As for the strongest force on any atom: 0.98 eV/Å. As for the gap between HOMO and LUMO: 9.3589 eV. Its total energy is -1416.49810 a.u. The charge is 0. The SMILES is Cc1ccc(CNC(=O)CCS(=O)(=O)Cc2ccc(C)cc2)cc1.

Last columns: bonded neighbours and bond lengths (Å).
Atoms and positions in Å:
1 C -5.17 3.45 0.40  C2 1.499, H25 1.090, H26 1.087, H27 1.088
2 C -4.47 2.43 -0.45  C1 1.499, C3 1.388, C24 1.390
3 C -4.22 2.67 -1.79  C2 1.388, C4 1.384, H28 1.081
4 C -3.58 1.72 -2.58  C3 1.384, C5 1.387, H29 1.080
5 C -3.20 0.50 -2.04  C4 1.387, C6 1.510, C23 1.391
6 C -2.48 -0.53 -2.87  C5 1.510, N7 1.449, H30 1.095, H31 1.092
7 N -1.22 -0.90 -2.25  C6 1.449, C8 1.342, H32 1.015
8 C -0.05 -0.34 -2.59  N7 1.342, O9 1.213, C10 1.536
9 O 0.12 0.36 -3.57  C8 1.213
10 C 1.07 -0.65 -1.59  C8 1.536, C11 1.521, H33 1.091, H34 1.091
11 C 0.82 0.04 -0.26  C10 1.521, S12 1.824, H35 1.087, H36 1.088
12 S 0.14 -1.11 0.98  C11 1.824, O13 1.435, O14 1.448, C15 1.837
13 O -0.24 -0.35 2.13  S12 1.435
14 O -0.89 -1.92 0.36  S12 1.448
15 C 1.52 -2.24 1.44  S12 1.837, C16 1.485, H37 1.086, H38 1.087
16 C 2.73 -1.43 1.70  C15 1.485, C17 1.392, C22 1.390
17 C 2.80 -0.63 2.84  C16 1.392, C18 1.381, H39 1.079
18 C 3.90 0.17 3.07  C17 1.381, C19 1.391, H40 1.080
19 C 4.97 0.18 2.18  C18 1.391, C20 1.497, C21 1.389
20 C 6.17 1.04 2.45  C19 1.497, H41 1.090, H42 1.088, H43 1.087
21 C 4.90 -0.62 1.05  C19 1.389, C22 1.383, H44 1.080
22 C 3.80 -1.41 0.81  C16 1.390, C21 1.383, H45 1.081
23 C -3.45 0.26 -0.69  C5 1.391, C24 1.381, H46 1.080
24 C -4.08 1.21 0.09  C2 1.390, C23 1.381, H47 1.080
25 H -6.21 3.16 0.55  C1 1.090
26 H -5.14 4.43 -0.06  C1 1.087
27 H -4.70 3.51 1.38  C1 1.088
28 H -4.51 3.61 -2.23  C3 1.081
29 H -3.38 1.93 -3.61  C4 1.080
30 H -3.09 -1.42 -2.98  C6 1.095
31 H -2.24 -0.12 -3.86  C6 1.092
32 H -1.28 -1.39 -1.36  N7 1.015
33 H 2.01 -0.31 -2.03  C10 1.091
34 H 1.12 -1.73 -1.45  C10 1.091
35 H 1.73 0.43 0.19  C11 1.087
36 H 0.09 0.84 -0.34  C11 1.088
37 H 1.63 -2.94 0.61  C15 1.086
38 H 1.15 -2.76 2.32  C15 1.087
39 H 1.97 -0.62 3.53  C17 1.079
40 H 3.94 0.79 3.95  C18 1.080
41 H 6.80 0.56 3.20  C20 1.090
42 H 5.88 2.01 2.83  C20 1.088
43 H 6.77 1.17 1.55  C20 1.087
44 H 5.72 -0.62 0.34  C21 1.080
45 H 3.76 -2.03 -0.08  C22 1.081
46 H -3.15 -0.68 -0.25  C23 1.080
47 H -4.26 1.00 1.13  C24 1.080